Formula: C35H55F5IO14PS
Source: the Open Molecules 2025 dataset
Level of theory: ωB97M-V/def2-TZVPD

Last column: Löwdin charge in e.
Positions of all 112 atoms, in Å:
C 3.6426 -1.9442 3.1973  -0.161
C 2.4373 -2.5761 3.9014  -0.741
I 3.0952 -3.6276 5.6789  0.841
C 1.6244 -3.5867 3.0603  -0.211
C 0.4371 -3.0062 2.3327  -0.056
C -0.6632 -3.6701 1.9388  -0.130
S -0.9326 -5.4032 2.1473  0.795
O 0.1813 -6.0179 2.7939  -0.245
O -1.5041 -5.9520 0.9581  -0.239
C -2.3144 -5.3323 3.4127  -0.435
F -1.8946 -5.9153 4.5375  0.146
F -2.5849 -4.0278 3.6653  0.121
C -3.6342 -6.0088 2.9548  -0.576
F -4.1389 -5.4003 1.8871  0.182
F -4.5093 -5.9027 3.9656  0.178
F -3.4329 -7.2977 2.6941  0.189
C -1.7925 -2.9009 1.2881  -0.295
O -2.4840 -3.3413 0.4105  0.151
C -1.9852 -1.5074 1.8314  -0.077
C -3.3690 -1.0154 1.9677  -0.191
C -3.8113 -0.6210 3.2218  -0.042
C -5.1034 -0.1539 3.3881  -0.063
C -5.9532 -0.0762 2.2957  -0.070
C -5.5169 -0.4821 1.0457  -0.061
C -4.2334 -0.9621 0.8758  -0.007
C -0.8732 -0.8214 2.1281  -0.175
P -0.8200 0.9163 2.6425  0.746
O -1.8842 1.7863 2.0967  -0.407
C 0.4308 -1.5343 1.9827  -0.329
O 1.4348 -0.9909 1.5878  0.122
H 3.4251 -0.9111 2.9307  0.068
H 3.8940 -2.4940 2.2931  0.081
H 4.5159 -1.9188 3.8444  0.040
H 1.7790 -1.8125 4.3124  0.066
H 2.2987 -4.0772 2.3571  0.140
H 1.2352 -4.3573 3.7167  0.052
H -3.1467 -0.6920 4.0749  0.118
H -5.4266 0.1514 4.3746  0.108
H -6.9577 0.3034 2.4264  0.106
H -6.1912 -0.4173 0.2018  0.108
H -3.8953 -1.2841 -0.0986  0.115
H 0.4639 1.3185 2.2540  0.026
H -0.7757 0.8533 4.0476  0.023
C 4.5396 7.4215 1.5270  -0.113
O 3.2816 6.8127 1.3562  -0.193
C 3.3882 5.5525 0.7209  -0.211
C 2.0757 4.8058 0.7827  -0.180
O 1.8521 4.1399 2.0180  -0.143
C 1.4308 4.9569 3.1025  -0.182
C -0.0239 5.3609 3.0287  -0.209
O -0.1920 6.4652 2.1595  -0.195
C -1.5502 6.6880 1.8555  -0.109
H 5.0451 7.5704 0.5652  0.087
H 4.3742 8.3909 1.9925  0.087
H 5.1876 6.8198 2.1754  0.089
H 4.1685 4.9510 1.2055  0.130
H 3.6669 5.6996 -0.3327  0.128
H 2.1178 4.0077 0.0382  0.115
H 1.2409 5.4616 0.5294  0.126
H 2.0694 5.8363 3.2089  0.124
H 1.5580 4.3344 3.9913  0.124
H -0.3742 5.6389 4.0338  0.128
H -0.6179 4.5085 2.6723  0.119
H -1.9852 5.8299 1.3307  0.091
H -1.6020 7.5639 1.2122  0.087
H -2.1350 6.8792 2.7635  0.087
C -3.4371 -6.5722 -2.0310  -0.101
O -4.5096 -5.7627 -2.4603  -0.188
C -4.3582 -4.4274 -2.0139  -0.214
C -5.3501 -3.5174 -2.6992  -0.177
O -4.9557 -3.1120 -4.0013  -0.126
C -5.1624 -4.0546 -5.0401  -0.185
C -6.5877 -4.1107 -5.5402  -0.212
O -7.3919 -4.8956 -4.6796  -0.194
C -8.7619 -4.7612 -4.9709  -0.116
H -3.3492 -6.5762 -0.9388  0.073
H -3.6320 -7.5850 -2.3782  0.088
H -2.4867 -6.2260 -2.4546  0.092
H -3.3398 -4.0741 -2.2188  0.128
H -4.5230 -4.3892 -0.9285  0.115
H -5.4062 -2.5928 -2.1197  0.118
H -6.3419 -3.9755 -2.7109  0.125
H -4.8247 -5.0504 -4.7437  0.125
H -4.5368 -3.7101 -5.8660  0.127
H -6.5975 -4.5503 -6.5482  0.127
H -6.9873 -3.0901 -5.6023  0.129
H -9.1010 -3.7290 -4.8211  0.088
H -9.3073 -5.4147 -4.2933  0.087
H -8.9824 -5.0578 -6.0038  0.087
C 4.0615 1.7770 -1.3876  -0.109
O 5.2752 2.1194 -2.0139  -0.195
C 5.4732 1.4100 -3.2222  -0.210
C 6.6292 2.0004 -3.9961  -0.184
O 6.2877 3.1620 -4.7352  -0.126
C 6.1978 4.3741 -4.0042  -0.185
C 7.5360 5.0059 -3.6981  -0.212
O 8.1371 4.3863 -2.5761  -0.196
C 9.4821 4.7715 -2.4196  -0.115
H 4.0187 0.7077 -1.1486  0.088
H 4.0029 2.3464 -0.4614  0.078
H 3.2040 2.0368 -2.0202  0.091
H 4.5667 1.4541 -3.8396  0.131
H 5.6903 0.3562 -2.9956  0.127
H 6.9383 1.2679 -4.7442  0.127
H 7.4735 2.1886 -3.3289  0.124
H 5.6237 4.2405 -3.0843  0.121
H 5.6498 5.0578 -4.6554  0.128
H 7.3885 6.0751 -3.4874  0.127
H 8.1879 4.9117 -4.5761  0.130
H 10.0871 4.4610 -3.2796  0.089
H 9.8617 4.2825 -1.5249  0.087
H 9.5752 5.8576 -2.2969  0.087

* SMILES: C[C@H](I)CC1=C(S(=O)(=O)C(F)(F)C(F)(F)F)C(=O)C(c2ccccc2)=C([PH2]=O)C1=O.COCCOCCOC.COCCOCCOC.COCCOCCOC
* DFT total energy: -107657.1943 eV
* HOMO energy: -0.337 Eh
* multiplicity: 1
* E_LUMO: -2.061 eV
* frontier orbital gap: 7.1 eV